{
  "formula": "C7H12N2O3",
  "method": "ωB97M-V with the def2-TZVPD basis set",
  "elements": ["C", "C", "C", "C", "C", "C", "C", "H", "H", "H", "H", "H", "H", "H", "H", "H", "H", "H", "H", "N", "N", "O", "O", "O"],
  "coordinates": [[0.854, -1.249, -3.435], [0.606, 0.388, -1.518], [1.304, 1.469, -2.361], [-0.886, -1.046, 0.923], [-1.162, 0.143, 1.853], [-0.547, -0.089, 3.168], [-0.045, -0.328, 4.234], [0.361, -0.660, -4.231], [0.566, -2.294, -3.564], [1.945, -1.183, -3.577], [-0.008, -1.511, -1.535], [1.629, 1.198, -3.372], [-1.023, -2.502, 2.318], [-1.348, -3.021, 0.795], [0.203, -1.099, 0.775], [-1.350, -0.815, -0.040], [-2.268, 0.208, 1.989], [-1.167, 1.559, 0.538], [0.404, -0.524, 5.183], [0.447, -0.828, -2.104], [-1.490, -2.252, 1.453], [0.231, 0.637, -0.405], [1.485, 2.573, -1.919], [-0.639, 1.350, 1.336]],
  "homo_lumo_gap_ev": 8.68,
  "smiles": "C#C[C@@H](O)CN.CNC(=O)C=O",
  "relative_energy_kcal_mol": 112.6,
  "total_energy_ev": -16571.9735,
  "lumo_ev": -0.290,
  "multiplicity": 1
}